P | Molecular formula: C4H9N
Method: DFT, the ωB97M-V functional and the def2-TZVPD basis

gap between HOMO and LUMO	10.429	eV
2S+1	1
total charge	0

Structure (XYZ):
```
14
C4H9N (the ωB97M-V functional and the def2-TZVPD basis)
C 0.282 2.131 -0.102
C 0.033 1.227 -1.054
C -0.189 -0.232 -0.771
C -0.104 -0.674 0.741
N -0.031 -2.060 1.154
H 0.096 1.927 0.942
H 0.554 3.134 -0.448
H -0.083 1.419 -2.176
H -1.211 -0.480 -1.106
H 0.376 -0.964 -1.381
H -0.929 -0.271 1.320
H 0.732 -0.089 1.137
H -0.438 -2.645 0.430
H 0.911 -2.423 1.313
```

Atomic partial charges in e from the Mulliken method, atoms 1 to 6: -0.752, -0.124, -0.321, -0.693, -0.579, 0.271

Q | Molecular formula: C4H9N
Method: DFT, the ωB97M-V functional and the def2-TZVPD basis

gap between HOMO and LUMO	7.864	eV
2S+1	1
total charge	0

Structure (XYZ):
```
14
C4H9N (the ωB97M-V functional and the def2-TZVPD basis)
C 1.459 0.615 1.063
C 0.417 0.060 0.439
C -0.584 -0.910 1.154
N 0.289 0.373 -0.876
C -0.835 0.115 -1.708
H 1.302 1.097 1.984
H 2.441 0.774 0.848
H -0.289 -1.915 1.351
H -1.511 -0.775 0.579
H -0.725 -0.335 2.188
H 1.080 0.854 -1.145
H -1.262 -0.920 -1.467
H -0.377 -0.085 -2.659
H -1.404 1.051 -1.752
```

Atomic partial charges in e from the Mulliken method, atoms 1 to 6: -1.145, 0.616, -0.935, -0.222, -0.953, 0.247

R | Molecular formula: C4H9N
Method: DFT, the ωB97M-V functional and the def2-TZVPD basis

gap between HOMO and LUMO	10.369	eV
2S+1	1
total charge	0

Structure (XYZ):
```
14
C4H9N (the ωB97M-V functional and the def2-TZVPD basis)
C 1.453 1.623 -0.196
C 0.813 0.573 0.276
C -0.372 -0.159 -0.274
C -1.528 -0.424 0.663
N 0.015 -1.422 -0.822
H 2.339 2.103 0.228
H 1.065 2.108 -1.072
H 1.305 0.092 1.110
H -0.726 0.366 -1.167
H -1.260 -1.359 1.287
H -1.619 0.517 1.371
H -2.591 -0.579 0.014
H 0.927 -1.329 -1.314
H 0.180 -2.112 -0.105
```

Atomic partial charges in e from the Mulliken method, atoms 1 to 6: -0.676, -0.437, 0.447, -0.939, -0.665, 0.266

Least stable = Q

P | Molecular formula: C4H9N
Method: DFT, the ωB97M-V functional and the def2-TZVPD basis

gap between HOMO and LUMO	10.486	eV
2S+1	1
total charge	0

Structure (XYZ):
```
14
C4H9N (the ωB97M-V functional and the def2-TZVPD basis)
C 1.865 -0.537 -0.092
C 0.552 -0.195 0.551
N 0.041 1.239 0.159
C -0.560 -0.058 -0.428
C -2.000 -0.388 -0.024
H 2.584 0.234 0.101
H 1.933 0.091 -1.057
H 2.487 -1.515 -0.226
H 0.197 -0.393 1.484
H 0.540 1.841 -0.572
H -0.142 -0.256 -1.378
H -2.107 -1.496 0.207
H -2.932 -0.123 -0.652
H -1.993 0.011 0.938
```

Atomic partial charges in e from the Mulliken method, atoms 1 to 6: -1.010, 0.089, -0.685, 0.021, -1.140, 0.291

Q | Molecular formula: C4H9N
Method: DFT, the ωB97M-V functional and the def2-TZVPD basis

gap between HOMO and LUMO	10.182	eV
2S+1	1
total charge	0

Structure (XYZ):
```
14
C4H9N (the ωB97M-V functional and the def2-TZVPD basis)
C 1.528 -0.682 -0.163
C 0.606 0.369 0.468
C -0.210 1.260 -0.491
C -0.848 0.247 0.426
N -1.455 -0.887 -0.216
H 1.747 -1.495 0.618
H 2.443 -0.160 -0.521
H 0.979 -1.075 -1.010
H 0.957 0.918 1.327
H -0.445 2.278 -0.246
H -0.189 0.926 -1.527
H -1.332 0.702 1.332
H -1.318 -1.690 0.389
H -2.462 -0.711 -0.386
```

Atomic partial charges in e from the Mulliken method, atoms 1 to 6: -1.202, -0.014, -0.849, 0.090, -0.590, 0.260

R | Molecular formula: C4H9N
Method: DFT, the ωB97M-V functional and the def2-TZVPD basis

gap between HOMO and LUMO	10.434	eV
2S+1	1
total charge	0

Structure (XYZ):
```
14
C4H9N (the ωB97M-V functional and the def2-TZVPD basis)
C 1.834 0.455 -0.332
C 0.383 0.403 0.118
C -0.810 0.839 -0.678
N -0.528 -0.561 -0.429
C -1.239 -1.238 0.624
H 2.296 1.409 -0.061
H 2.414 -0.342 0.145
H 1.955 0.334 -1.416
H 0.137 0.453 1.233
H -0.792 1.096 -1.738
H -1.570 1.377 -0.108
H -0.656 -2.137 0.867
H -1.202 -0.545 1.537
H -2.220 -1.544 0.239
```

Atomic partial charges in e from the Mulliken method, atoms 1 to 6: -1.333, 0.345, -0.375, -0.353, -0.716, 0.324

Least stable = P

P | Molecular formula: C4H9N
Method: DFT, the ωB97M-V functional and the def2-TZVPD basis

gap between HOMO and LUMO	8.595	eV
2S+1	1
total charge	0

Structure (XYZ):
```
14
C4H9N (the ωB97M-V functional and the def2-TZVPD basis)
C -1.849 0.018 -0.763
C -0.574 -0.068 -0.383
C 0.408 -1.071 -0.901
N -0.105 0.847 0.575
C 1.165 0.715 1.283
H -2.205 -0.650 -1.549
H -2.693 0.608 -0.446
H 1.414 -0.663 -0.782
H 0.245 -1.354 -1.932
H 0.533 -1.939 -0.261
H -0.828 1.447 0.949
H 1.330 1.512 1.998
H 1.926 0.883 0.507
H 1.234 -0.285 1.706
```

Atomic partial charges in e from the Mulliken method, atoms 1 to 6: -1.119, 0.942, -1.217, -0.258, -0.920, 0.246

Q | Molecular formula: C4H9N
Method: DFT, the ωB97M-V functional and the def2-TZVPD basis

gap between HOMO and LUMO	10.455	eV
2S+1	1
total charge	0

Structure (XYZ):
```
14
C4H9N (the ωB97M-V functional and the def2-TZVPD basis)
C -1.192 -0.127 0.069
C -0.277 1.151 -0.284
C 1.060 0.593 0.377
N 1.249 -0.709 -0.222
C -0.099 -1.290 0.001
H -2.122 -0.260 -0.670
H -1.638 -0.081 1.257
H -0.715 2.207 0.111
H 0.021 1.233 -1.460
H 0.878 0.385 1.509
H 1.962 1.260 0.208
H 1.370 -0.462 -1.213
H -0.405 -2.138 -0.676
H -0.093 -1.762 0.991
```

Atomic partial charges in e from the Mulliken method, atoms 1 to 6: -0.360, -0.491, -0.515, -0.450, -0.586, 0.269

Least stable = Q

P | Molecular formula: C4H9N
Method: DFT, the ωB97M-V functional and the def2-TZVPD basis

gap between HOMO and LUMO	8.658	eV
2S+1	1
total charge	0

Structure (XYZ):
```
14
C4H9N (the ωB97M-V functional and the def2-TZVPD basis)
C 2.388 0.289 -0.830
C 1.225 0.110 0.197
C 0.049 -0.490 0.025
N -1.110 -0.059 0.748
C -2.382 0.036 0.011
H 2.028 -0.105 -1.871
H 3.345 -0.193 -0.473
H 2.491 1.361 -0.983
H 1.510 0.379 1.227
H -0.217 -1.224 -0.734
H -1.006 0.412 1.619
H -2.912 0.975 0.328
H -2.961 -0.865 0.112
H -2.004 0.155 -0.996
```

Atomic partial charges in e from the Mulliken method, atoms 1 to 6: -0.926, -0.375, -0.133, -0.292, -0.785, 0.247

Q | Molecular formula: C4H9N
Method: DFT, the ωB97M-V functional and the def2-TZVPD basis

gap between HOMO and LUMO	9.979	eV
2S+1	1
total charge	0

Structure (XYZ):
```
14
C4H9N (the ωB97M-V functional and the def2-TZVPD basis)
C -3.783 -0.395 -0.461
N -2.518 -0.249 -0.570
C -1.925 0.339 0.626
H -4.282 -1.298 -0.804
H -4.306 0.419 0.060
H -0.847 0.145 0.602
H -2.181 0.030 1.642
H -1.937 1.436 0.701
C 4.000 0.021 0.259
C 3.381 0.017 -0.920
H 3.385 0.057 1.151
H 5.037 -0.269 0.365
H 2.346 0.349 -0.880
H 3.631 -0.605 -1.771
```

Atomic partial charges in e from the Mulliken method, atoms 1 to 6: -0.299, -0.378, -0.774, 0.260, 0.282, 0.253

Least stable = Q